(1)
{
  "formula": "C45H37N2OP2S3Zr",
  "method": "ωB97M-V/def2-TZVPD",
  "elements": ["Zr", "C", "N", "P", "C", "C", "C", "C", "C", "C", "C", "C", "C", "C", "C", "C", "P", "C", "C", "C", "C", "C", "C", "C", "C", "C", "C", "C", "C", "H", "H", "H", "H", "H", "H", "H", "H", "H", "H", "H", "H", "H", "H", "H", "H", "H", "H", "H", "H", "H", "H", "H", "O", "C", "C", "C", "C", "C", "S", "C", "C", "C", "C", "S", "C", "C", "C", "C", "S", "H", "H", "H", "H", "H", "H", "H", "H", "H", "N", "C", "C", "C", "C", "C", "C", "C", "H", "H", "H", "H", "H"],
  "coordinates": [[-0.32819, -0.29433, -0.89273], [2.94613, 0.73004, 2.29119], [2.39027, 0.62298, 0.92520], [1.99046, -0.87235, 0.19821], [2.95611, -2.20918, 0.85786], [2.30031, -3.28513, 1.45743], [3.04047, -4.34975, 1.94803], [4.42387, -4.33305, 1.83943], [5.07912, -3.26146, 1.23862], [4.34999, -2.19845, 0.73939], [2.35193, -0.56658, -1.54886], [3.27889, 0.33739, -2.08250], [3.47320, 0.38064, -3.44759], [2.74174, -0.45500, -4.29707], [1.82618, -1.35725, -3.78534], [1.64164, -1.41519, -2.40840], [1.08911, 1.63280, 0.40052], [1.66821, 2.73813, -0.87673], [2.85795, 3.46550, -0.84711], [3.21865, 4.22792, -1.94608], [2.40708, 4.25706, -3.07616], [1.23423, 3.51669, -3.11986], [0.87291, 2.75355, -2.01932], [0.51621, 2.59833, 1.80463], [1.08997, 3.85258, 2.03315], [0.69998, 4.60755, 3.12807], [-0.27141, 4.12500, 3.99395], [-0.85893, 2.88758, 3.76312], [-0.46741, 2.12547, 2.67483], [3.83303, 0.10456, 2.36160], [2.23099, 0.43225, 3.05981], [3.23992, 1.76215, 2.46950], [1.21771, -3.29066, 1.53067], [2.54343, -5.19336, 2.40712], [5.00085, -5.16565, 2.21927], [6.15720, -3.26511, 1.15441], [4.85736, -1.37153, 0.25503], [3.84012, 0.98555, -1.42380], [4.20329, 1.06212, -3.86370], [2.89848, -0.40198, -5.36632], [1.26852, -2.01039, -4.44241], [0.99885, -2.20056, -1.99215], [3.51354, 3.41924, 0.01372], [4.13595, 4.80099, -1.92554], [2.69807, 4.85548, -3.92931], [0.61315, 3.52667, -4.00576], [-0.06076, 2.18886, -2.06394], [1.82691, 4.25457, 1.35323], [1.14910, 5.57632, 3.29937], [-0.57785, 4.71812, 4.84509], [-1.62587, 2.52198, 4.43277], [-0.94273, 1.17179, 2.49656], [-1.03708, -0.34607, -2.73782], [-2.47570, -0.32824, -2.52233], [-3.17904, -0.56563, -3.82050], [-4.51413, -0.43754, -4.07449], [-4.84327, -0.80453, -5.40493], [-3.75156, -1.20416, -6.11349], [-2.31705, -1.13175, -5.19157], [-2.72915, -1.41354, -1.47984], [-3.72794, -1.55644, -0.55866], [-3.66482, -2.79209, 0.14229], [-2.60664, -3.55737, -0.23622], [-1.72507, -2.83327, -1.51531], [-2.70750, 1.04082, -1.90738], [-2.42019, 1.39062, -0.58903], [-2.36568, 2.81170, -0.41417], [-2.59015, 3.47207, -1.57722], [-2.85766, 2.40755, -2.89635], [-5.24087, -0.09885, -3.34724], [-5.84127, -0.76922, -5.81450], [-3.71107, -1.52398, -7.14266], [-4.49851, -0.81298, -0.40177], [-4.38198, -3.10040, 0.88975], [-2.32953, -4.53674, 0.12322], [-2.52414, 0.70682, 0.24733], [-2.21897, 3.29796, 0.53968], [-2.64628, 4.53880, -1.73175], [-1.04727, -0.94331, 1.16279], [-1.42792, -1.39781, 2.15400], [-1.87384, -1.95161, 3.37812], [-3.21272, -1.78104, 3.75593], [-3.63925, -2.32104, 4.95283], [-2.74230, -3.01872, 5.75705], [-1.41310, -3.18142, 5.37877], [-0.96538, -2.64675, 4.18669], [-3.89696, -1.23399, 3.12015], [-4.66735, -2.20029, 5.26441], [-3.08394, -3.43933, 6.69356], [-0.72982, -3.72281, 6.01794], [0.06718, -2.75833, 3.88161]],
  "forces_ev_per_a": [[-1.14, -0.45, -0.05], [0.18, 0.02, -0.08], [-0.55, -0.08, 0.08], [0.49, 0.11, -0.01], [0.07, 0.02, -0.07], [-0.04, 0.03, 0.03], [-0.02, 0.02, -0.01], [0.03, 0.00, 0.00], [0.00, -0.02, 0.01], [-0.02, 0.02, -0.01], [0.16, -0.32, 0.06], [-0.01, 0.05, 0.05], [-0.01, 0.00, -0.01], [0.01, 0.00, 0.00], [-0.04, 0.00, -0.02], [-0.06, 0.04, -0.09], [0.12, 0.31, 0.24], [0.03, -0.04, -0.07], [-0.01, -0.01, -0.03], [0.02, -0.01, 0.05], [-0.02, 0.00, -0.04], [0.03, -0.02, 0.00], [-0.05, 0.16, -0.16], [0.10, 0.14, -0.01], [-0.04, 0.00, -0.01], [-0.02, -0.01, 0.01], [0.02, 0.01, 0.00], [-0.01, -0.01, 0.00], [0.00, -0.05, -0.02], [0.00, 0.00, 0.01], [-0.01, 0.00, -0.02], [0.01, -0.01, 0.01], [0.01, -0.02, -0.02], [0.00, 0.00, 0.00], [0.00, 0.00, 0.00], [0.00, 0.00, 0.00], [0.00, -0.01, 0.00], [0.01, -0.01, 0.00], [0.00, 0.00, -0.01], [0.01, 0.01, 0.00], [-0.01, 0.00, 0.01], [0.03, -0.03, -0.01], [0.01, 0.02, 0.03], [0.00, 0.00, 0.00], [0.00, 0.00, 0.00], [-0.01, 0.01, 0.00], [0.04, 0.05, -0.01], [0.02, 0.02, -0.01], [0.00, 0.00, 0.00], [0.00, 0.00, 0.00], [0.00, -0.01, 0.00], [0.02, -0.04, 0.01], [0.22, -0.12, 0.28], [0.17, 0.13, 0.00], [-0.01, 0.05, 0.00], [-0.01, 0.00, 0.00], [0.01, 0.00, 0.01], [0.00, 0.01, -0.01], [0.00, -0.02, 0.00], [-0.07, 0.08, -0.03], [-0.01, -0.02, -0.03], [-0.01, 0.02, 0.00], [-0.01, -0.02, -0.02], [0.15, 0.03, 0.03], [0.16, -0.04, -0.04], [0.10, 0.06, 0.06], [-0.03, -0.03, 0.03], [-0.01, 0.02, 0.01], [-0.04, 0.01, -0.03], [0.00, 0.00, 0.00], [0.00, 0.00, 0.00], [0.00, 0.00, 0.00], [0.00, 0.00, 0.00], [0.00, 0.00, 0.00], [0.00, 0.00, 0.00], [-0.02, 0.01, 0.01], [0.00, 0.00, -0.01], [0.00, 0.00, 0.00], [0.07, 0.00, -0.10], [0.04, -0.12, -0.02], [-0.02, 0.09, -0.03], [-0.01, -0.02, 0.02], [0.01, 0.00, 0.00], [-0.01, 0.00, 0.00], [0.01, 0.01, -0.01], [0.00, -0.02, 0.02], [0.01, 0.00, 0.00], [0.00, 0.00, 0.00], [0.00, 0.00, 0.00], [0.00, 0.00, 0.00], [0.00, 0.00, 0.00]],
  "homo_ev": -15.375,
  "lumo_energy_ev": -9.56,
  "orbital_gap_ev": 5.8,
  "total_charge": 3
}

(2)
{
  "formula": "C3H15NO3",
  "method": "ωB97M-V/def2-TZVPD",
  "elements": ["C", "C", "C", "N", "H", "H", "H", "H", "H", "H", "H", "H", "H", "O", "H", "H", "O", "H", "H", "O", "H", "H"],
  "coordinates": [[-2.97878, 0.68969, -0.08887], [-1.70062, -0.10755, -0.27794], [-0.60402, 0.14967, 0.84116], [-1.10045, 0.21848, -1.54426], [-3.21577, 0.98016, 1.03065], [-3.82094, 0.16078, -0.55957], [-2.94152, 1.59909, -0.63528], [-1.87276, -1.17339, -0.29307], [0.17814, -0.53115, 0.58978], [-0.87043, -0.04600, 1.83288], [-0.38716, 1.20783, 0.72293], [-1.77818, -0.16509, -2.27703], [-0.73804, 1.07102, -1.94195], [2.69978, -1.18336, 0.99604], [3.53693, -1.58894, 1.14569], [2.25012, -1.18497, 0.01281], [1.67686, -0.99505, -1.58993], [0.90261, -0.47936, -1.75846], [2.01321, -1.30157, -2.50899], [2.70536, 1.19005, 2.12223], [2.35631, 0.30989, 1.75317], [3.68935, 1.17975, 2.42801]],
  "forces_ev_per_a": [[-1.20, -0.28, 2.32], [1.23, 1.50, 2.11], [-1.38, 0.43, -2.64], [-0.85, -2.71, -3.63], [0.31, -0.87, -2.18], [-0.01, 0.00, 0.52], [0.38, 1.03, -0.33], [-0.30, -0.30, -0.11], [0.99, 0.05, -0.09], [-0.90, -0.27, 1.43], [0.73, 0.02, 0.25], [1.55, 0.80, 1.05], [-0.41, 0.76, 1.25], [-3.19, 0.44, -2.40], [0.72, -0.54, -0.73], [2.37, -0.44, 2.71], [2.12, -1.53, -2.23], [-1.54, 0.62, -0.10], [-0.83, 0.78, 2.53], [1.31, -0.01, 0.62], [1.88, 1.26, 0.81], [-2.99, -0.71, -1.15]],
  "homo_ev": -9.541,
  "lumo_energy_ev": 0.57,
  "orbital_gap_ev": 10.1
}